Entry from the Open Molecules 2025 dataset: a single C6H11IN2Si molecule (ωB97M-V with the def2-TZVPD basis set).

Atoms and positions in Å:
H 0.9170 -1.3469 -2.5352
C 0.2405 -1.5647 -1.7896
C 0.1420 -1.7091 1.4679
Si 0.5112 -0.6388 -0.1251
H 2.6091 -0.6107 1.0923
H -0.5633 -1.2300 2.0675
C -2.4749 0.9049 -0.1958
C -0.2755 2.1050 0.0501
H -0.1674 -2.8902 1.3893
N -0.4580 0.8121 -0.0312
H 0.0775 -2.6603 -1.6038
H 2.9440 0.1318 -0.6109
N -2.5761 2.1429 -0.2337
H 1.9682 0.9615 0.7471
I -3.4411 -0.8486 -0.0485
C 2.1731 0.0712 0.2875
H 0.8018 2.5016 0.2800
C -1.3998 2.8716 -0.0823
H -0.7104 -1.3042 -2.1214
H 1.0650 -1.6149 2.0028
H -1.3828 3.9159 -0.0071

Properties
**HOMO-LUMO gap (alpha / beta)**: 0.2204 / 0.2618 Ha
**2S+1**: 3
**LUMO level (alpha / beta)**: 0.027 / -0.074 Eh

Löwdin population analysis, charges in e, atoms 1 to 5: -0.010 -0.149 -0.179 0.478 0.045

Entry from the Open Molecules 2025 dataset: a single C7H11BO3 molecule (ωB97M-V with the def2-TZVPD basis set).

Atoms and positions in Å:
O -0.3278 -2.1793 -0.9547
H -2.6843 -0.6254 -1.4223
H 0.7918 3.0418 0.3202
H -1.4618 1.8776 0.8600
C -2.4793 -0.2015 -0.4376
B 0.1588 -0.8116 -0.6472
H -0.2196 -2.3547 -1.8868
H 1.9070 -0.5541 -1.6226
O 1.0083 -0.2464 -1.6842
C 0.6149 1.9810 0.4582
C -1.0849 0.2435 -0.4083
H 2.4804 1.8989 1.3049
C 1.6239 1.2948 1.0220
C 1.1371 -1.1084 0.7772
O 1.1679 -2.3892 1.1261
H -1.0638 2.2490 -0.7863
C -0.7737 1.5963 0.0482
C 1.7838 -0.0920 1.3683
H 2.5725 -0.3150 2.0798
H -3.2025 0.5784 -0.1984
H -2.5919 -1.0360 0.2551
H 0.6433 -2.8476 0.4284

Properties
**HOMO-LUMO gap (alpha / beta)**: 0.2535 / 0.2349 Ha
**2S+1**: 3
**LUMO level (alpha / beta)**: 0.020 / -0.098 Eh

Löwdin population analysis, charges in e, atoms 1 to 5: 0.014 0.085 0.117 0.132 -0.083

Entry from the Open Molecules 2025 dataset: a molecular structure, C3H4Br2O (ωB97M-V with the def2-TZVPD basis set).

Atoms and positions in Å:
O -0.3722 0.0806 -1.6411
H -1.0568 0.3785 -2.2437
C 1.5591 -0.4435 0.5507
Br -1.9149 -1.4888 0.1426
C -0.8114 0.0599 -0.0963
C 0.3677 0.1334 0.7075
H 0.2691 0.8661 1.5187
H 2.2755 -0.1932 1.2200
H 1.6801 -1.0657 -0.2926
Br -1.9961 1.6729 0.1342

Properties
**HOMO-LUMO gap**: 0.3862 Ha
**LUMO level**: 0.010 Eh

Löwdin population analysis, charges in e, atoms 1 to 5: -0.189 0.047 0.080 0.708 -1.167

Entry from the Open Molecules 2025 dataset: a gas-phase ion, C2HO3PS (charge -2) (ωB97M-V with the def2-TZVPD basis set).

Atoms and positions in Å:
H -0.7882 -0.9921 -1.5635
S -2.1626 -0.8785 -1.4604
O 0.4924 -0.6004 -0.2153
C -0.5724 0.0149 0.4869
P 1.1724 0.5387 0.8496
O 2.0832 -0.1297 1.8754
C -2.0744 0.3724 -0.1151
O 1.8496 1.6746 0.1424

Properties
**Net charge**: -2
**HOMO-LUMO gap (alpha / beta)**: 0.1138 / 0.2122 Ha
**2S+1**: 3
**LUMO level (alpha / beta)**: 0.220 / 0.218 Eh

Löwdin population analysis, charges in e, atoms 1 to 5: -0.185 0.287 -0.371 -0.473 0.326

Entry from the Open Molecules 2025 dataset: a single C21H22N4O2 molecule (ωB97M-V with the def2-TZVPD basis set).

Atoms and positions in Å:
H 3.7293 2.0283 0.9378
H 2.7707 -3.0914 0.0971
C 3.2675 1.2764 0.3147
H -2.2972 0.3368 1.0272
C 0.7279 -2.6698 0.3419
H -4.1904 -1.8382 -1.8812
C -2.7745 -2.0996 0.5965
O -0.9343 2.8525 -1.3013
H 2.3398 -2.3561 1.6666
H -0.4797 -0.1913 -0.5744
N 0.8885 1.3641 2.8074
C 0.2483 1.1265 1.6769
H 3.2909 -0.2081 1.8524
H -3.2536 1.0448 -0.2777
H 1.8430 2.7200 3.9912
H -0.8270 -0.2892 -2.8323
H -0.0575 0.0973 1.5482
H -3.4387 -2.9433 0.3907
C 2.1508 -2.3418 0.5928
H -3.7262 0.5532 -2.4211
C -1.2461 0.5235 -0.8751
C -0.7372 1.9154 -0.5567
C 2.0988 -0.6596 -1.2721
C 1.3235 2.5882 3.0506
O -1.0471 -3.4402 -0.5243
C 2.3217 0.6075 -1.7803
H -3.0597 -0.5223 -3.6458
H 1.5164 4.6322 2.4083
C 2.4400 -0.9648 0.0405
C 2.9053 1.5798 -0.9857
C -1.5679 0.3680 -2.3722
C -2.5227 0.2658 -0.0373
H 0.2755 4.1857 0.2761
C -1.3598 -2.5358 0.4113
N -0.3021 -2.0372 0.9776
N -3.1419 -1.0155 -0.2908
C -2.9653 -0.2047 -2.6066
C 3.0261 0.0140 0.8295
H -1.4928 1.3461 -2.8518
H 3.0777 2.5694 -1.3814
H -2.4511 -2.1706 -1.9350
C 1.1404 3.6482 2.1741
H -2.9080 -1.7712 1.6290
H 2.0396 0.8379 -2.7969
C 0.4592 3.4034 0.9984
C -0.0103 2.1154 0.7243
H 1.6587 -1.4247 -1.8973
N 0.3155 -3.5151 -0.5592
C -3.2008 -1.4023 -1.6966

Properties
**Structure (SMILES)**: O=C(c1cccnc1)[C@@H]1CCCN(Cc2nc(Cc3ccccc3)no2)C1
**HOMO-LUMO gap**: 0.3240 Ha
**LUMO level**: 0.007 Eh

Löwdin population analysis, charges in e, atoms 1 to 5: 0.106 0.130 -0.087 0.124 -0.359

Entry from the Open Molecules 2025 dataset: 2 unconnected molecules or ions with the total composition C2H5BrI2OSi (ωB97M-V with the def2-TZVPD basis set).

Atoms and positions in Å:
H 1.1423 1.8688 0.4256
I 0.6190 -3.0123 -3.4504
H -0.7195 2.3186 -0.4130
H 0.6731 2.5459 -1.6539
H -0.3997 1.3553 -1.9896
C 0.8048 0.9963 -0.2429
H 0.1479 0.3206 0.4157
Br 3.2794 -0.4286 -3.9355
Si 1.2563 -0.5844 -3.2547
O 1.8760 0.4873 -0.7945
C -0.0374 1.8926 -1.1128
I -0.3430 0.7006 -4.5400

Properties
**HOMO-LUMO gap (alpha / beta)**: 0.2268 / 0.2268 Ha
**LUMO level (alpha / beta)**: -0.091 / -0.091 Eh

Löwdin population analysis, charges in e, atoms 1 to 5: 0.138 0.357 0.070 0.090 -0.080

Asked for largest force on an atom across the records above, the calculation gives 5.17, 5.36, 5.72, 1.60, 1.22, 4.19 eV/A in order.